# 1
{
  "formula": "C7H17P",
  "method": "the ωB97M-V functional and the def2-TZVPD basis",
  "elements": ["C", "C", "C", "C", "C", "C", "C", "P", "H", "H", "H", "H", "H", "H", "H", "H", "H", "H", "H", "H", "H", "H", "H", "H", "H"],
  "xyz": [[-2.013, -1.611, 0.599], [-3.348, 0.320, 1.741], [3.097, 0.450, -0.101], [2.316, 0.047, -2.592], [-2.006, -0.204, 1.236], [2.138, -0.294, -1.054], [-1.554, 0.907, 0.330], [0.140, 0.507, -0.125], [-0.937, -1.599, 0.368], [-2.541, -1.826, -0.409], [-2.282, -2.342, 1.271], [-3.781, -0.482, 2.512], [-3.246, 1.330, 2.189], [-3.945, 0.383, 0.842], [2.751, 0.537, 0.955], [3.280, 1.492, -0.426], [4.042, -0.032, -0.069], [3.406, 0.013, -2.725], [2.137, 1.132, -2.635], [1.779, -0.636, -3.313], [-1.136, -0.132, 1.969], [2.217, -1.366, -0.748], [-2.189, 1.192, -0.502], [0.807, 0.433, 1.055], [0.866, 1.781, -0.369]],
  "mulliken_charge": [-0.959, -1.280, -1.333, -1.129, 0.501, 0.013, -0.756, 0.199, 0.203, 0.233, 0.417, 0.295, 0.372, 0.337, 0.384, 0.345, 0.408, 0.387, 0.294, 0.283, 0.211, 0.330, 0.283, -0.079, 0.040],
  "charge": 0,
  "e_tot_ev": -16818.302,
  "e_homo_ev": [-7.171, -6.932],
  "lumo_ev": [0.21, 0.18]
}

# 2
{
  "formula": "C7H17P",
  "method": "the ωB97M-V functional and the def2-TZVPD basis",
  "elements": ["C", "C", "C", "C", "C", "C", "C", "P", "H", "H", "H", "H", "H", "H", "H", "H", "H", "H", "H", "H", "H", "H", "H", "H", "H"],
  "xyz": [[-2.037, -1.634, 0.012], [2.280, 0.555, -0.804], [1.229, -1.191, 0.623], [0.942, 1.285, 1.210], [-0.045, 0.341, -0.788], [-1.744, -0.137, 0.277], [1.126, 0.215, 0.139], [-3.009, 1.030, -0.402], [-1.944, -1.780, -1.106], [-1.227, -2.191, 0.461], [-3.006, -2.130, 0.248], [3.291, 0.560, -0.433], [2.426, -0.117, -1.597], [2.111, 1.539, -1.175], [0.983, -1.945, -0.129], [2.163, -1.538, 1.011], [0.448, -1.319, 1.372], [1.857, 1.573, 1.623], [0.156, 1.094, 1.966], [0.662, 2.187, 0.731], [-0.187, -0.330, -1.548], [-0.167, 1.297, -1.029], [-1.379, -0.045, 1.300], [-2.798, 0.672, -1.733], [-2.131, 2.010, -0.229]],
  "mulliken_charge": [-1.060, -1.896, -1.874, -1.702, -1.997, -0.164, 2.319, -0.044, 0.299, 0.219, 0.356, 0.413, 0.468, 0.435, 0.376, 0.446, 0.332, 0.490, 0.288, 0.418, 0.617, 0.849, 0.423, 0.015, -0.026],
  "charge": 0,
  "e_tot_ev": -16820.414,
  "e_homo_ev": -8.170,
  "lumo_ev": 0.87
}

Per-record energy above the lowest of the compared OMol25 structures with the same formula, charge and spin, eV: 5.0963; 2.9850